Here is a structure of composition C4H7N3O at a distorted geometry from the Open Molecules 2025 dataset. Energies are from ωB97M-V/def2-TZVPD.

Calculated values
HOMO-LUMO gap = 8.53 eV
HOMO level = -8.07 eV
energy relative to the best compared isomer or geometry (same formula, charge and spin) = 709.6 kJ/mol

Structure (ORCA input):
```
! wB97M-V def2-TZVPD RIJCOSX def2/J DEFGRID3
* xyz 0 1
C 0.349 -2.040 1.254
C -0.357 0.169 0.474
C -0.627 1.451 0.714
C -0.749 2.102 -0.508
H 1.488 -1.559 0.733
H 0.593 -2.782 2.213
H -0.519 -2.738 0.640
H -0.655 1.849 1.640
H -0.771 3.210 -0.529
H 0.052 1.235 -2.406
H 1.231 -1.003 -1.936
N -0.161 -0.629 1.386
N -0.688 1.159 -1.626
N -0.271 -0.044 -0.929
O 1.085 -0.379 -1.119
*
```

Results of the natural (NBO) charge analysis, in e, for atoms 1 through 4: -0.489, 0.308, -0.290, 0.004

Here is a cluster of 3 separate species, C35H27BrF3NO7PS in total from the Open Molecules 2025 dataset. Energies are from ωB97M-V/def2-TZVPD.

Calculated values
HOMO-LUMO gap = 6.79 eV
HOMO level = -11.26 eV

Structure (ORCA input):
```
! wB97M-V def2-TZVPD RIJCOSX def2/J DEFGRID3
* xyz 1 1
O 3.327 0.900 -2.110
C 2.523 0.053 -2.883
C 1.072 0.045 -2.405
C 0.203 -1.020 -3.095
C -0.997 -0.552 -3.930
C -2.134 -0.361 -2.902
Br -3.835 -0.959 -3.658
P -2.295 1.270 -2.017
O -1.619 2.360 -2.971
O -3.814 1.690 -2.088
S -1.581 0.987 -0.269
C -1.736 -1.371 -1.862
N -0.542 -1.792 -2.053
C 2.678 0.536 -4.346
F 3.433 -0.332 -5.025
F 1.463 0.569 -4.975
F 3.205 1.741 -4.453
H 3.137 0.780 -1.172
H 2.930 -0.968 -2.871
H 1.091 -0.150 -1.329
H 0.651 1.046 -2.521
H 0.852 -1.697 -3.652
H -1.316 -1.404 -4.533
H -0.798 0.255 -4.631
H -1.089 2.063 -3.720
H -3.988 2.540 -2.519
H -2.383 -1.751 -1.083
H -0.119 -2.525 -1.495
C 4.589 -7.659 1.742
C 4.439 -6.626 2.661
C 4.485 -5.308 2.240
C 4.690 -5.016 0.896
C 4.849 -6.054 -0.026
C 4.792 -7.375 0.402
C 5.084 -5.777 -1.471
O 5.187 -6.671 -2.281
C 5.187 -4.346 -1.891
C 5.450 -4.054 -3.226
C 5.538 -2.736 -3.641
C 5.373 -1.704 -2.721
C 5.113 -1.990 -1.392
C 5.014 -3.312 -0.972
C 4.725 -3.591 0.467
O 4.514 -2.685 1.244
H 4.551 -8.688 2.075
H 4.288 -6.852 3.708
H 4.370 -4.491 2.939
H 4.916 -8.165 -0.326
H 5.583 -4.873 -3.920
H 5.741 -2.509 -4.679
H 5.446 -0.673 -3.045
H 4.987 -1.201 -0.662
C -2.760 4.395 0.781
C -3.602 5.449 0.439
C -4.568 5.882 1.332
C -4.700 5.257 2.567
C -3.862 4.194 2.904
C -2.888 3.770 2.009
C -3.994 3.485 4.212
O -3.260 2.562 4.494
C -5.060 3.951 5.141
C -5.226 3.294 6.355
C -6.206 3.714 7.239
C -7.021 4.793 6.918
C -6.861 5.451 5.710
C -5.883 5.032 4.816
C -5.743 5.750 3.517
O -6.444 6.695 3.234
H -1.997 4.062 0.088
H -3.499 5.938 -0.521
H -5.228 6.705 1.093
H -2.244 2.949 2.293
H -4.579 2.460 6.589
H -6.335 3.201 8.183
H -7.783 5.121 7.613
H -7.486 6.292 5.441
*
```

Results of the Mulliken charge analysis, in e, for atoms 1 through 4: -0.603, 0.243, -1.237, 0.475

Here is a structure of composition C25H23FN3O9Ru at a distorted geometry from the Open Molecules 2025 dataset. Energies are from ωB97M-V/def2-TZVPD.

Calculated values
HOMO-LUMO gap (alpha / beta) = 7.25 / 5.41 eV
HOMO level (alpha / beta) = -11.47 / -11.47 eV
expectation value of S² = 6.026

Structure (ORCA input):
```
! wB97M-V def2-TZVPD RIJCOSX def2/J DEFGRID3
* xyz 1 5
Ru 0.315 0.167 -0.210
O -5.758 -0.866 -0.033
C -4.589 -0.656 0.009
C -3.904 0.732 -0.027
O -4.480 1.783 0.060
C -2.469 0.436 -0.105
C -2.217 -0.961 0.073
O -1.015 -1.336 0.137
C -3.473 -1.731 0.083
O -3.667 -2.911 0.096
O -1.480 1.204 -0.287
C 1.598 7.752 0.828
C 0.257 7.034 0.692
C -0.827 7.638 1.579
C -0.559 7.354 3.051
C -0.387 5.881 3.264
C -0.682 5.308 4.484
C -0.549 3.934 4.676
F -0.853 3.415 5.868
C -0.112 3.114 3.665
C 0.206 3.677 2.425
C 0.693 2.796 1.373
O 0.780 1.562 1.577
C 1.111 3.469 0.187
C 0.935 4.820 0.042
N 0.408 5.603 0.984
C 0.080 5.069 2.209
C 1.846 2.721 -0.902
O 2.782 3.258 -1.456
O 1.436 1.534 -1.163
H 1.465 8.812 0.636
H 2.319 7.372 0.110
H 2.011 7.630 1.823
H -0.066 7.104 -0.352
H -1.797 7.216 1.309
H -0.866 8.710 1.395
H -1.392 7.713 3.655
H 0.337 7.880 3.389
H -1.040 5.914 5.302
H -0.005 2.051 3.805
H 1.229 5.290 -0.887
C 2.964 -0.570 -2.501
N 3.698 -0.456 -1.259
C 5.047 0.072 -1.334
C 5.835 -0.348 -0.101
C 5.061 0.082 1.137
N 3.702 -0.421 1.071
C 2.998 -0.560 2.328
C 3.071 -0.640 -0.090
O 1.881 -1.107 -0.079
H 3.523 -1.187 -3.204
H 2.811 0.422 -2.933
H 1.988 -1.024 -2.308
H 5.012 1.165 -1.422
H 5.514 -0.326 -2.238
H 6.825 0.108 -0.108
H 5.958 -1.432 -0.094
H 5.047 1.176 1.220
H 5.523 -0.323 2.040
H 3.435 -1.368 2.918
H 1.942 -0.774 2.140
H 3.075 0.373 2.889
*
```

Results of the natural (NBO) charge analysis, in e, for atoms 1 through 4: 1.642, -0.372, 0.388, 0.371

Here is a cluster of 2 separate species, C4H7N2 in total at a distorted geometry from the Open Molecules 2025 dataset. Energies are from ωB97M-V/def2-TZVPD.

Calculated values
HOMO-LUMO gap (alpha / beta) = 7.25 / 7.24 eV
HOMO level (alpha / beta) = -12.77 / -12.76 eV
energy relative to the best compared isomer or geometry (same formula, charge and spin) = 606.6 kJ/mol

Structure (ORCA input):
```
! wB97M-V def2-TZVPD RIJCOSX def2/J DEFGRID3
* xyz 1 1
C -0.816 -1.901 0.106
C -1.084 -2.606 1.041
C -0.443 -1.055 -0.881
C 0.191 1.417 -0.162
N 0.802 -0.729 -1.110
N 0.483 2.122 0.914
H -1.274 -0.572 -1.560
H -0.776 0.979 -0.040
H 1.031 -0.122 -1.783
H 1.607 -1.277 -0.729
H -1.610 -3.313 1.648
H -0.157 2.421 1.584
H 1.403 2.498 1.100
*
```

Results of the natural (NBO) charge analysis, in e, for atoms 1 through 4: -0.188, 0.040, 0.157, -0.085

Here is a structure of composition C14H42Be2NO17 at a distorted geometry from the Open Molecules 2025 dataset. Energies are from ωB97M-V/def2-TZVPD.

Calculated values
HOMO-LUMO gap = 1.65 eV
HOMO level = -15.58 eV
energy relative to the best compared isomer or geometry (same formula, charge and spin) = 1565.7 kJ/mol

Structure (ORCA input):
```
! wB97M-V def2-TZVPD RIJCOSX def2/J DEFGRID3
* xyz 3 1
Be 0.703 5.195 3.534
Be 1.576 0.891 -4.358
N 0.242 1.668 0.077
O -0.824 1.164 0.057
O 1.002 1.493 -0.797
O 0.556 2.545 0.899
C -5.856 4.501 1.984
C -4.453 3.870 1.568
O -3.354 4.759 2.054
O -5.970 5.184 3.241
H -6.766 3.915 1.859
H -5.907 5.387 1.351
H -4.375 3.805 0.482
H -4.183 2.881 1.937
H -3.584 5.602 1.657
H -5.742 6.115 3.205
C -5.137 -2.175 -0.315
C -4.673 -2.924 1.023
O -5.030 -4.324 0.946
O -4.152 -2.420 -1.297
H -5.285 -1.113 -0.118
H -6.091 -2.428 -0.777
H -5.090 -2.359 1.857
H -3.590 -2.819 1.096
H -5.937 -4.514 1.198
H -3.492 -1.880 -0.858
C -1.200 4.016 -3.885
C -1.996 3.059 -4.774
O -1.851 1.748 -4.182
O 0.151 3.983 -4.431
H -1.150 3.816 -2.815
H -1.568 5.038 -3.979
H -1.670 3.043 -5.814
H -3.054 3.322 -4.774
H -2.592 1.184 -4.413
H 0.261 4.931 -4.538
C 6.104 -1.214 2.892
C 5.383 -2.091 1.871
O 4.341 -1.576 0.972
O 7.034 -1.939 3.652
H 5.315 -0.952 3.597
H 6.488 -0.325 2.393
H 4.925 -2.798 2.562
H 6.181 -2.507 1.256
H 3.661 -1.080 1.435
H 7.192 -1.548 4.514
C 5.704 0.398 -3.244
C 5.704 1.704 -2.502
O 4.507 2.446 -2.789
O 4.598 -0.364 -2.939
H 6.643 -0.120 -3.048
H 5.631 0.493 -4.328
H 6.514 2.329 -2.877
H 5.720 1.419 -1.450
H 4.738 3.374 -2.870
H 4.623 -0.413 -1.980
C -1.142 -1.238 5.044
C -0.654 -2.546 4.471
O 0.582 -2.424 3.807
O -1.842 -0.552 4.111
H -0.291 -0.626 5.344
H -1.729 -1.473 5.931
H -1.437 -2.920 3.810
H -0.384 -3.164 5.328
H 1.193 -2.880 4.391
H -1.435 -0.594 3.242
C 0.437 -3.513 -1.654
C 1.192 -4.865 -1.794
O 0.603 -5.556 -2.901
O 0.445 -2.793 -2.890
H 0.642 -2.892 -0.782
H -0.598 -3.793 -1.459
H 1.147 -5.589 -0.980
H 2.275 -4.836 -1.914
H -0.311 -5.619 -2.613
H 0.384 -3.524 -3.509
*
```

Results of the Mulliken charge analysis, in e, for atoms 1 through 4: 0.821, 1.128, 1.078, -0.469

Here is a structure of composition C44H35BrCl2N2O8RbTe at a distorted geometry from the Open Molecules 2025 dataset. Energies are from ωB97M-V/def2-TZVPD.

Calculated values
HOMO-LUMO gap = 6.51 eV
HOMO level = -4.72 eV
energy relative to the best compared isomer or geometry (same formula, charge and spin) = 76.0 kJ/mol

Structure (ORCA input):
```
! wB97M-V def2-TZVPD RIJCOSX def2/J DEFGRID3
* xyz -1 1
Rb 0.342 0.547 -0.552
O -1.517 1.742 3.821
C -0.909 0.849 3.024
O -1.460 0.229 2.159
C 0.525 0.625 3.422
C 0.944 0.723 4.744
C 2.259 0.401 5.031
C 3.104 0.038 3.992
C 2.590 0.003 2.700
N 1.322 0.265 2.437
C 3.413 -0.332 1.473
O 4.753 -0.408 1.643
O 2.934 -0.511 0.395
H -2.389 1.914 3.431
H 0.251 1.034 5.511
H 2.626 0.435 6.048
H 4.129 -0.233 4.219
H 4.995 -0.136 2.535
Cl -1.205 2.139 -2.704
C -0.114 1.216 -3.752
Cl 1.589 1.349 -3.225
H -0.175 1.633 -4.748
H -0.407 0.173 -3.708
C -2.564 -6.736 -2.589
C -2.033 -5.332 -2.486
C -1.982 -4.479 -3.561
C -1.510 -3.152 -3.487
C -1.562 -2.341 -4.704
O -1.654 -1.122 -4.730
C -1.500 -3.041 -6.046
C -0.580 -4.049 -6.309
C -0.486 -4.600 -7.580
C -1.328 -4.160 -8.591
C -2.251 -3.154 -8.333
C -2.325 -2.588 -7.071
C -1.039 -2.616 -2.237
O -0.552 -1.463 -2.051
C -1.109 -3.540 -1.129
C -1.573 -4.823 -1.260
C -0.690 -3.091 0.235
N -1.474 -2.589 1.097
C -2.838 -2.264 0.733
C -3.832 -3.325 1.185
Te -3.506 -4.138 3.143
C -2.344 -5.737 2.415
C -0.957 -5.694 2.501
C -0.187 -6.710 1.948
C -0.801 -7.782 1.317
C -2.187 -7.839 1.241
C -2.955 -6.820 1.788
C 0.723 -3.337 0.661
C 1.664 -3.826 -0.238
C 2.968 -4.075 0.173
C 3.337 -3.852 1.490
C 2.402 -3.354 2.392
C 1.109 -3.085 1.978
H -2.847 -6.970 -3.617
H -3.448 -6.885 -1.961
H -1.821 -7.474 -2.273
H -2.350 -4.836 -4.517
H 0.066 -4.397 -5.512
H 0.244 -5.375 -7.779
H -1.263 -4.597 -9.580
H -2.907 -2.806 -9.121
H -3.015 -1.781 -6.861
H -1.578 -5.464 -0.381
H -2.963 -2.136 -0.350
H -3.067 -1.312 1.215
H -3.809 -4.194 0.527
H -4.847 -2.929 1.183
H -0.473 -4.842 2.958
H 0.893 -6.645 1.991
H -0.201 -8.568 0.874
H -2.672 -8.669 0.743
H -4.035 -6.863 1.720
H 1.371 -4.005 -1.265
H 3.695 -4.442 -0.540
H 4.352 -4.052 1.812
H 2.686 -3.170 3.423
H 0.367 -2.678 2.654
Br -4.057 7.053 2.495
C -3.596 5.307 1.884
C -4.584 4.338 1.834
C -4.236 3.070 1.388
C -2.926 2.784 1.027
C -1.942 3.768 1.086
C -2.292 5.048 1.505
C -0.490 3.451 0.720
O -0.007 4.074 -0.233
O 0.051 2.566 1.434
H -5.599 4.572 2.127
H -4.994 2.299 1.325
H -2.662 1.783 0.711
H -1.543 5.827 1.530
*
```

Results of the Mulliken charge analysis, in e, for atoms 1 through 4: 0.901, -0.563, -0.046, -0.296

Here is a structure of composition C50H45HgN9O2P2S from the Open Molecules 2025 dataset. Energies are from ωB97M-V/def2-TZVPD.

Calculated values
HOMO-LUMO gap (alpha / beta) = 5.17 / 7.21 eV
HOMO level (alpha / beta) = -2.77 / -4.81 eV
expectation value of S² = 0.765
energy relative to the best compared isomer or geometry (same formula, charge and spin) = 0.0 kJ/mol

Structure (ORCA input):
```
! wB97M-V def2-TZVPD RIJCOSX def2/J DEFGRID3
* xyz -1 2
Hg 1.035 -0.198 0.547
C 0.741 -1.972 -2.328
P 0.267 -3.102 -0.934
C 1.361 -4.541 -1.221
C 2.678 -4.374 -1.648
C 3.542 -5.458 -1.724
C 3.107 -6.727 -1.374
C 1.799 -6.905 -0.940
C 0.938 -5.822 -0.861
C -1.341 -3.732 -1.551
C -2.455 -3.557 -0.736
C -3.715 -3.971 -1.155
C -3.868 -4.567 -2.397
C -2.760 -4.753 -3.217
C -1.508 -4.339 -2.796
C -0.115 -0.749 -2.306
C -1.071 -0.315 -3.201
C -1.581 0.909 -2.690
C -0.908 1.155 -1.513
C -1.040 2.281 -0.545
P -1.734 1.664 1.056
C -3.445 1.304 0.516
C -4.531 2.166 0.649
C -5.781 1.803 0.164
C -5.955 0.583 -0.473
C -4.877 -0.280 -0.620
C -3.634 0.074 -0.119
C -1.903 3.204 2.025
C -2.543 3.138 3.265
C -2.602 4.243 4.098
C -1.996 5.435 3.714
C -1.347 5.509 2.493
C -1.304 4.405 1.650
N -0.020 0.145 -1.276
H 1.788 -1.692 -2.176
H 0.666 -2.479 -3.292
H 3.051 -3.393 -1.911
H 4.563 -5.299 -2.051
H 3.782 -7.572 -1.433
H 1.450 -7.890 -0.658
H -0.078 -5.972 -0.512
H -2.329 -3.093 0.236
H -4.573 -3.827 -0.509
H -4.848 -4.889 -2.728
H -2.878 -5.221 -4.187
H -0.646 -4.494 -3.435
H -1.357 -0.817 -4.113
H -2.346 1.536 -3.123
H -0.053 2.709 -0.336
H -1.676 3.068 -0.956
H -4.401 3.127 1.133
H -6.619 2.480 0.278
H -6.929 0.306 -0.858
H -4.996 -1.228 -1.130
H -2.793 -0.601 -0.240
H -2.996 2.204 3.582
H -3.107 4.173 5.053
H -2.027 6.296 4.370
H -0.862 6.429 2.189
H -0.782 4.488 0.706
N 4.147 -0.676 -0.802
C 3.954 -1.650 0.118
N 4.877 -2.612 0.206
C 4.561 -3.583 1.082
N 5.491 -4.588 1.207
N 3.488 -3.665 1.839
C 2.608 -2.638 1.709
N 2.828 -1.608 0.832
C 1.412 -2.642 2.470
C 1.099 -3.708 3.358
C -0.084 -3.707 4.032
C -0.998 -2.641 3.845
C -0.636 -1.636 2.976
N 0.521 -1.607 2.314
H 5.070 -0.626 -1.200
H 3.678 0.216 -0.676
H 6.117 -4.674 0.424
H 5.125 -5.445 1.585
H 1.818 -4.508 3.463
H -0.327 -4.522 4.704
H -1.950 -2.605 4.355
H -1.303 -0.800 2.783
C -1.390 5.617 -3.295
C -0.131 5.007 -2.741
C 0.341 3.788 -3.213
C 1.473 3.200 -2.670
C 2.161 3.850 -1.658
C 1.721 5.081 -1.186
C 0.575 5.647 -1.724
S 3.541 3.042 -0.881
O 4.362 4.095 -0.320
O 4.142 2.190 -1.879
N 2.862 2.083 0.184
C 2.364 2.510 1.374
C 2.618 3.736 2.037
C 2.042 3.972 3.262
C 1.223 3.015 3.863
C 1.008 1.851 3.162
N 1.539 1.615 1.962
H -1.811 4.997 -4.086
H -1.202 6.611 -3.706
H -2.148 5.725 -2.515
H -0.204 3.264 -3.989
H 1.815 2.232 -3.014
H 2.282 5.586 -0.412
H 0.225 6.605 -1.352
H 3.287 4.449 1.583
H 2.238 4.911 3.767
H 0.758 3.175 4.825
H 0.372 1.062 3.550
*
```

Results of the Mulliken charge analysis, in e, for atoms 1 through 4: 4.658, -1.459, 0.982, 0.291

Here is a cluster of 9 separate species, C5H27NO8 in total at a distorted geometry from the Open Molecules 2025 dataset. Energies are from ωB97M-V/def2-TZVPD.

Calculated values
HOMO-LUMO gap = 8.79 eV
HOMO level = -8.68 eV
energy relative to the best compared isomer or geometry (same formula, charge and spin) = 462.8 kJ/mol

Structure (ORCA input):
```
! wB97M-V def2-TZVPD RIJCOSX def2/J DEFGRID3
* xyz 0 1
C -2.532 1.678 -0.316
C -1.481 1.475 0.748
C -0.212 1.249 0.370
C 0.271 1.017 -1.030
N 0.884 0.971 1.295
C 0.622 -0.446 1.550
H -3.197 0.771 -0.319
H -3.058 2.593 -0.278
H -2.165 1.641 -1.422
H -1.758 1.600 1.810
H -0.063 1.848 -1.623
H -0.080 0.111 -1.550
H 1.394 1.052 -1.233
H 0.602 1.450 2.196
H 0.865 -0.645 2.647
H -0.515 -0.774 1.525
H 1.068 -1.157 0.726
O 2.786 2.287 0.132
H 2.117 2.101 0.658
H 2.892 1.446 -0.155
O -0.425 3.913 -1.836
H -0.447 3.718 -0.865
H 0.440 4.047 -1.968
O -1.157 0.330 3.528
H -1.921 0.262 4.056
H -1.438 -0.246 2.822
O -0.091 -2.992 -1.251
H -0.394 -3.893 -1.556
H -0.603 -2.416 -1.812
O 2.646 -1.143 -2.108
H 3.549 -0.915 -1.955
H 2.271 -0.420 -2.601
O -1.527 -2.844 1.073
H -0.845 -3.182 0.540
H -1.248 -2.714 2.065
O -2.125 -1.220 -1.558
H -2.268 -1.419 -0.555
H -2.907 -1.721 -1.926
O 2.087 -2.641 0.138
H 2.100 -1.923 -0.671
H 1.871 -3.369 -0.496
*
```

Results of the natural (NBO) charge analysis, in e, for atoms 1 through 4: -0.652, -0.282, 0.182, -0.717

In eV, the energy values for the records above are, in order, -10772.39253, -150871.45800, -54488.82935, -7229.45127, -52246.81633, -168597.01060, -103679.29762, -23489.31802.